No. 1
C21H37BN6ReS as an isolated structure. Source: the OMol25 dataset; level of theory: the ωB97M-V functional and the def2-TZVPD basis.

Calculated values
energy above the lowest of the compared OMol25 structures with the same formula, charge and spin	0.149	eV
lowest unoccupied orbital energy (spin up / spin down)	-0.2289 / -0.2904	hartree
expectation value of S²	3.772
E_HOMO (spin up / spin down)	-14.714 / -14.876	eV

```
! RIJCOSX wB97M-V def2-TZVPD def2/J DEFGRID3
* xyz 2 4
Re -0.237 -0.599 0.281
C 3.277 -2.265 0.322
C 2.934 -1.129 1.222
C 3.722 -0.573 2.222
C 2.987 0.462 2.769
C 3.361 1.407 3.859
N 1.807 0.512 2.128
N 1.762 -0.470 1.168
B 0.693 1.572 2.186
N 0.493 2.152 0.764
N 0.219 1.347 -0.330
C 0.334 2.121 -1.431
C 0.201 1.659 -2.841
C 0.633 3.415 -1.041
C 0.740 3.401 0.342
C 1.076 4.527 1.257
N -0.673 0.932 2.616
N -1.409 0.227 1.687
C -2.702 0.212 2.104
C -3.833 -0.385 1.340
C -2.770 0.863 3.317
C -1.486 1.323 3.603
C -1.028 2.138 4.761
H 3.491 -3.162 0.906
H 4.170 -2.038 -0.260
H 2.476 -2.484 -0.375
H 4.716 -0.876 2.505
H 4.270 1.062 4.347
H 2.576 1.485 4.609
H 3.550 2.406 3.462
H 0.963 2.432 2.956
H 0.276 0.583 -2.946
H 1.002 2.103 -3.431
H -0.744 1.992 -3.269
H 0.781 4.261 -1.692
H 1.204 5.439 0.679
H 2.001 4.333 1.800
H 0.283 4.692 1.987
H -3.894 0.026 0.335
H -4.763 -0.150 1.852
H -3.758 -1.469 1.266
H -3.658 1.023 3.906
H -1.785 2.126 5.540
H -0.866 3.174 4.461
H -0.095 1.755 5.171
C 0.411 -1.772 -2.128
C -1.105 -1.636 -2.302
C -1.659 -2.802 -3.104
C -1.729 -1.516 -0.903
H 0.969 -1.700 -3.064
H 0.669 -2.717 -1.653
H 0.916 -0.940 -1.545
H -1.316 -0.719 -2.846
H -1.472 -3.752 -2.596
H -1.205 -2.853 -4.095
H -2.736 -2.697 -3.235
H -1.904 -2.526 -0.513
H -2.691 -1.008 -0.918
C 0.075 -4.166 0.657
S -0.156 -2.682 1.657
C -1.774 -3.021 2.370
H 0.034 -5.020 1.331
H 1.062 -4.130 0.207
H -0.697 -4.254 -0.106
H -2.512 -3.183 1.587
H -2.048 -2.175 3.000
H -1.684 -3.911 2.990
*
```

---

No. 2
C21H37Br3O10 as an isolated structure. Source: the OMol25 dataset; level of theory: the ωB97M-V functional and the def2-TZVPD basis.

Calculated values
lowest unoccupied orbital energy	-0.0045	hartree
E_HOMO	-9.183	eV

```
! RIJCOSX wB97M-V def2-TZVPD def2/J DEFGRID3
* xyz 0 1
C -2.771 4.116 -3.958
C -1.402 3.692 -4.416
C -0.228 4.269 -3.595
O 0.563 3.122 -3.307
C -0.026 2.010 -3.750
O 0.445 0.925 -3.669
O -1.230 2.280 -4.298
H -2.972 5.172 -4.137
H -2.896 3.930 -2.890
H -3.534 3.550 -4.494
H -1.223 3.920 -5.469
H -0.571 4.696 -2.654
H 0.297 5.026 -4.170
C 5.041 -0.360 4.312
C 3.913 -0.014 3.348
C 3.362 -1.232 2.616
O 1.949 -1.147 2.822
C 1.659 -0.190 3.693
O 0.583 0.114 4.098
O 2.786 0.444 4.099
H 5.830 -0.913 3.798
H 4.664 -0.978 5.124
H 5.481 0.552 4.713
H 4.175 0.744 2.609
H 3.603 -2.221 3.028
H 3.711 -1.315 1.587
C -0.664 3.530 1.849
C 0.246 4.332 2.747
O -0.032 5.468 3.055
C 1.582 3.709 3.072
H -0.850 2.564 2.320
H -0.112 3.320 0.932
H -1.572 4.095 1.660
H 1.449 2.877 3.759
H 2.195 4.497 3.507
H 2.051 3.362 2.150
C 0.233 -2.116 -3.825
C -1.136 -1.546 -3.497
O -1.458 -1.286 -2.360
C -2.064 -1.323 -4.647
H 0.881 -1.961 -2.974
H 0.666 -1.718 -4.739
H 0.017 -3.184 -3.934
H -2.997 -0.836 -4.372
H -2.259 -2.243 -5.203
H -1.615 -0.639 -5.377
C -2.196 -1.835 2.487
C -3.307 -0.954 2.980
O -4.252 -1.389 3.592
C -3.176 0.528 2.702
H -1.389 -1.242 2.049
H -2.537 -2.545 1.737
H -1.815 -2.341 3.376
H -2.449 0.939 3.403
H -4.157 0.993 2.787
H -2.824 0.704 1.683
C -0.578 -6.558 -0.186
C -0.539 -5.198 -0.841
O -0.214 -5.079 -2.001
C -0.770 -3.990 0.002
H -0.196 -6.554 0.835
H -0.004 -7.238 -0.811
H -1.606 -6.918 -0.099
H -1.101 -3.096 -0.525
H 0.171 -3.671 0.468
H -1.394 -4.240 0.865
C 1.628 -0.299 -0.857
Br 3.127 0.951 -0.784
Br 0.227 0.349 0.311
Br 2.242 -2.108 -0.439
H 1.337 -0.305 -1.899
*
```

---

No. 3
C21H37ClN2NbO2 as an isolated structure. Source: the OMol25 dataset; level of theory: the ωB97M-V functional and the def2-TZVPD basis.

Calculated values
lowest unoccupied orbital energy	-0.2246	hartree
E_HOMO	-7.815	eV

```
! RIJCOSX wB97M-V def2-TZVPD def2/J DEFGRID3
* xyz 1 1
C -0.648 -5.317 2.010
C -0.278 -4.011 1.064
O -0.372 -2.776 1.879
C -0.406 -1.579 1.007
C -1.262 -0.393 1.813
C -2.892 -0.764 1.878
C -3.488 -0.484 0.373
C -4.831 -1.344 -0.009
Nb -4.563 -3.606 -0.036
O -6.307 -3.720 -1.259
Cl -3.054 -3.523 -2.077
C -5.945 -3.775 1.779
C -5.290 -3.266 3.193
H -0.200 -5.142 3.096
H -1.835 -5.382 2.019
H -0.261 -6.309 1.517
H 0.832 -4.153 0.684
H -1.003 -4.031 0.144
H -0.924 -1.851 -0.007
H 0.704 -1.251 0.769
H -0.844 -0.220 2.901
H -1.218 0.611 1.168
H -3.066 -1.846 2.288
H -3.332 -0.021 2.702
H -2.633 -0.569 -0.443
H -3.810 0.665 0.358
H -5.755 -1.070 0.658
H -5.128 -1.022 -1.120
H -4.472 -5.429 -0.040
H -3.053 -3.574 0.960
H -6.157 -3.224 -2.131
H -6.971 -3.225 1.554
H -6.202 -4.929 1.927
H -5.883 -3.573 4.156
H -5.287 -2.073 3.170
H -4.171 -3.654 3.249
C 6.934 7.000 -3.259
N 6.006 5.980 -2.731
C 5.123 5.395 -3.571
C 4.260 4.396 -3.112
C 4.304 3.983 -1.777
C 5.216 4.631 -0.934
C 6.057 5.627 -1.430
C 3.452 2.895 -1.265
C 4.023 1.756 -0.682
C 3.217 0.749 -0.153
N 1.872 0.859 -0.190
C 1.283 1.931 -0.767
C 2.056 2.959 -1.312
C 1.026 -0.188 0.417
H 6.339 7.797 -3.712
H 7.573 6.513 -4.000
H 7.545 7.405 -2.448
H 5.123 5.723 -4.607
H 3.574 3.932 -3.819
H 5.283 4.369 0.121
H 6.775 6.136 -0.791
H 5.104 1.637 -0.635
H 3.643 -0.139 0.307
H 0.196 1.962 -0.773
H 1.550 3.818 -1.751
H 0.351 -0.567 -0.354
H 0.471 0.273 1.239
H 1.652 -1.000 0.798
*
```

---

No. 4
C21H37CrF5GeN5O2PS3Se2 as an isolated structure. Source: the OMol25 dataset; level of theory: the ωB97M-V functional and the def2-TZVPD basis.

Calculated values
energy above the lowest of the compared OMol25 structures with the same formula, charge and spin	2.349	eV
lowest unoccupied orbital energy (spin up / spin down)	-0.2089 / -0.2095	hartree
expectation value of S²	6.031
E_HOMO (spin up / spin down)	-11.315 / -11.315	eV

```
! RIJCOSX wB97M-V def2-TZVPD def2/J DEFGRID3
* xyz 2 5
Cr 12.277 -10.151 11.829
F 11.368 -9.716 18.489
C 11.553 -10.229 17.246
C 11.960 -9.411 16.235
F 12.169 -8.122 16.481
C 12.122 -9.984 14.944
F 12.562 -9.102 13.950
C 11.847 -11.328 14.686
S 11.817 -12.015 13.054
C 11.594 -12.141 15.837
F 11.514 -13.479 15.738
C 11.449 -11.631 17.123
F 11.376 -12.448 18.203
C 13.408 -11.837 8.114
N 13.627 -13.033 8.937
C 13.581 -14.356 8.475
C 14.121 -15.164 9.414
N 14.483 -14.348 10.498
C 14.934 -14.872 11.783
C 14.149 -13.015 10.184
Se 14.583 -11.484 11.173
H 14.161 -11.766 7.293
H 13.514 -10.924 8.727
H 12.368 -11.890 7.780
H 13.453 -14.594 7.447
H 14.293 -16.244 9.384
H 14.050 -15.197 12.375
H 15.459 -14.116 12.289
H 15.570 -15.706 11.548
N 10.070 -6.089 11.054
C 10.866 -6.840 10.025
P 12.587 -6.979 10.728
O 12.726 -5.906 11.816
O 12.959 -8.440 11.076
C 13.646 -6.506 9.275
N 14.639 -5.481 9.769
H 10.827 -5.377 11.334
H 9.932 -6.737 11.833
H 9.215 -5.655 10.733
H 10.758 -6.353 9.068
H 10.362 -7.837 9.977
H 13.068 -6.099 8.440
H 14.187 -7.393 8.825
H 15.513 -5.962 10.032
H 14.293 -5.041 10.629
H 14.849 -4.744 9.082
S 10.207 -10.559 10.529
C 8.920 -10.009 11.570
N 8.554 -10.555 12.745
C 7.265 -10.306 13.300
C 6.718 -9.099 12.543
S 7.806 -8.754 11.031
H 9.157 -11.260 13.131
H 7.290 -10.137 14.374
H 6.594 -11.177 13.277
H 6.650 -8.267 13.219
H 5.746 -9.330 12.046
C 8.937 -12.212 7.313
Ge 8.537 -14.040 6.660
C 9.019 -13.857 4.791
C 6.822 -14.938 6.893
C 9.669 -15.402 7.531
Se 9.235 -15.087 9.340
C 9.256 -16.971 10.010
H 8.974 -11.544 6.421
H 9.949 -12.040 7.726
H 8.188 -11.800 7.984
H 8.674 -13.009 4.240
H 8.749 -14.789 4.303
H 10.119 -13.813 4.780
H 6.775 -15.854 6.222
H 5.965 -14.280 6.646
H 6.698 -15.234 7.976
H 10.719 -15.136 7.444
H 9.296 -16.313 7.080
H 10.107 -16.976 10.635
H 9.374 -17.700 9.162
H 8.406 -17.113 10.691
*
```

---

No. 5
C21H37N3O6Se2V as an isolated structure. Source: the OMol25 dataset; level of theory: the ωB97M-V functional and the def2-TZVPD basis.

Calculated values
energy above the lowest of the compared OMol25 structures with the same formula, charge and spin	0.813	eV
lowest unoccupied orbital energy (spin up / spin down)	-0.0040 / -0.0041	hartree
expectation value of S²	3.762
E_HOMO (spin up / spin down)	-6.102 / -6.768	eV

```
! RIJCOSX wB97M-V def2-TZVPD def2/J DEFGRID3
* xyz 0 4
V 0.882 -0.272 0.012
C 2.145 -2.810 -3.852
N 1.463 -1.524 -3.968
C 1.480 -0.910 -5.286
C 1.196 -0.841 -2.847
O 1.393 -1.319 -1.731
C 0.638 0.571 -2.964
O 0.093 0.940 -1.715
C -1.280 1.337 -1.708
C -2.211 -0.833 -0.785
O -1.075 -1.075 -0.359
N -3.262 -1.502 -0.291
C -3.032 -2.444 0.805
C -4.651 -1.403 -0.729
H 1.779 -3.472 -4.634
H 3.224 -2.683 -3.963
H 1.940 -3.238 -2.877
H 1.288 -1.681 -6.029
H 0.706 -0.154 -5.388
H 2.450 -0.455 -5.503
H 1.457 1.253 -3.210
H -0.120 0.638 -3.745
H -0.567 2.032 0.113
H -1.419 2.049 -2.526
H -1.987 -2.435 1.091
H -3.648 -2.159 1.660
H -3.314 -3.448 0.487
H -5.129 -0.500 -0.353
H -4.736 -1.427 -1.811
H -5.174 -2.270 -0.329
O -0.293 0.907 2.035
C -1.619 0.544 2.404
C -2.437 1.795 2.677
C -2.338 2.865 1.578
C -2.572 2.325 0.188
C -3.829 2.256 -0.326
C -4.241 1.714 -1.602
C -3.612 0.790 -2.339
C -2.304 0.176 -1.945
N -1.420 1.954 -0.430
H 0.339 0.238 2.386
H -1.601 -0.091 3.292
H -2.088 -0.033 1.599
H -2.114 2.248 3.617
H -3.482 1.497 2.802
H -1.351 3.327 1.619
H -3.068 3.649 1.775
H -4.600 2.715 0.279
H -5.194 2.075 -1.978
H -4.036 0.498 -3.292
H -1.926 -0.397 -2.799
O 2.677 -0.050 4.583
C 3.025 0.752 3.449
C 3.939 0.029 2.458
C 5.331 -0.146 3.104
O 5.339 -0.932 4.286
C 4.167 0.925 1.235
Se 2.623 1.506 0.158
C 3.443 -1.379 2.085
Se 1.507 -1.726 1.963
H 2.068 -0.728 4.248
H 3.544 1.630 3.842
H 2.131 1.107 2.938
H 5.743 0.851 3.310
H 6.002 -0.639 2.395
H 4.514 -0.742 4.759
H 4.860 0.420 0.562
H 4.652 1.847 1.561
H 3.807 -2.084 2.829
H 3.886 -1.659 1.129
*
```

---

No. 6
An isolated ion of composition C21H37N4O2S and charge +1. Source: the OMol25 dataset; level of theory: the ωB97M-V functional and the def2-TZVPD basis.

Calculated values
lowest unoccupied orbital energy	-0.1567	hartree
SMILES string	CCCCCCCCCC[C@@]1(CC)CNC(N(c2ccncc2)S(C)(=O)=O)=[NH+]1
E_HOMO	-12.768	eV

```
! RIJCOSX wB97M-V def2-TZVPD def2/J DEFGRID3
* xyz 1 1
C -1.058 2.816 2.952
C -1.601 4.108 2.242
C -0.587 4.799 1.267
C -0.753 4.358 -0.237
C 0.076 3.065 -0.586
C 1.633 3.327 -0.554
C 2.281 2.625 0.716
C 2.691 1.175 0.274
C 2.482 0.081 1.367
C 2.806 -1.385 0.901
C 1.762 -2.007 -0.084
C 2.374 -1.726 -1.511
C 3.458 -2.767 -1.955
C 1.485 -3.550 0.016
N 0.397 -3.606 -0.984
C -0.414 -2.497 -0.648
N -1.674 -2.366 -1.007
C -2.482 -1.237 -0.603
C -2.026 0.111 -0.483
C -2.922 1.103 -0.044
N -4.230 1.016 0.273
C -4.604 -0.271 0.146
C -3.854 -1.401 -0.237
S -2.277 -3.680 -2.016
C -2.443 -5.213 -1.019
O -3.604 -3.382 -2.502
O -1.430 -3.862 -3.178
N 0.353 -1.572 0.132
H -0.423 3.141 3.808
H -0.451 2.174 2.279
H -1.909 2.182 3.296
H -2.588 3.923 1.761
H -1.804 4.844 3.057
H 0.464 4.659 1.597
H -0.835 5.888 1.277
H -0.349 5.177 -0.884
H -1.828 4.272 -0.523
H -0.285 2.670 -1.561
H -0.141 2.324 0.220
H 1.797 4.425 -0.558
H 2.057 2.905 -1.496
H 1.533 2.658 1.531
H 3.194 3.222 0.939
H 3.728 1.214 -0.130
H 2.014 0.908 -0.579
H 1.471 0.196 1.814
H 3.214 0.303 2.184
H 3.816 -1.391 0.441
H 2.874 -2.001 1.832
H 1.547 -1.785 -2.266
H 2.807 -0.715 -1.624
H 2.958 -3.663 -2.395
H 3.985 -3.152 -1.047
H 4.228 -2.354 -2.633
H 0.981 -3.706 0.997
H 2.338 -4.246 -0.046
H 0.642 -3.698 -1.971
H -0.987 0.372 -0.730
H -2.495 2.123 0.062
H -5.672 -0.460 0.384
H -4.321 -2.398 -0.258
H -2.632 -4.888 0.030
H -1.491 -5.766 -1.116
H -3.318 -5.746 -1.445
H 0.043 -1.671 1.109
*
```

---

No. 7
A 3-piece molecular cluster, C21H38F5IO6S2 overall. Source: the OMol25 dataset; level of theory: the ωB97M-V functional and the def2-TZVPD basis.

Calculated values
lowest unoccupied orbital energy	0.0154	hartree
SMILES string	CCCC[C@@H](O[C@H](COC)C(F)(F)C(F)(F)F)[C@H](I)CC.O=S1(=O)CCCC1.O=S1(=O)CCCC1
E_HOMO	-9.289	eV

```
! RIJCOSX wB97M-V def2-TZVPD def2/J DEFGRID3
* xyz 0 1
C 6.309 2.494 -2.271
C 5.314 2.374 -3.575
C 5.374 0.798 -4.075
C 4.107 0.346 -5.019
C 2.956 -0.543 -4.194
O 1.861 0.398 -3.913
C 1.236 0.162 -2.603
C -0.290 0.841 -2.706
O -0.269 2.154 -3.381
C -1.658 2.714 -3.471
C 1.993 0.862 -1.330
F 1.508 2.217 -0.978
F 3.468 0.936 -1.436
C 1.685 -0.098 0.004
F 1.715 0.831 1.183
F 0.336 -0.708 -0.012
F 2.720 -1.136 0.227
C 2.528 -1.876 -5.048
I 0.337 -2.009 -5.433
C 3.112 -3.293 -4.468
C 2.798 -3.584 -2.886
H 6.359 3.625 -1.943
H 7.345 2.024 -2.546
H 5.900 1.905 -1.316
H 4.214 2.621 -3.264
H 5.748 3.042 -4.434
H 5.547 0.027 -3.210
H 6.344 0.726 -4.768
H 3.546 1.321 -5.418
H 4.553 -0.224 -5.939
H 3.522 -0.909 -3.209
H 1.070 -0.991 -2.488
H -0.888 0.102 -3.427
H -0.859 0.843 -1.684
H -2.383 2.179 -2.688
H -1.598 3.879 -3.314
H -2.025 2.420 -4.567
H 3.003 -1.743 -6.135
H 4.277 -3.341 -4.678
H 2.649 -4.208 -5.081
H 2.025 -4.471 -2.701
H 2.516 -2.621 -2.259
H 3.821 -3.973 -2.408
C -3.002 -1.115 2.784
C -3.802 -2.377 2.466
C -4.590 -2.110 1.185
S -3.649 -0.905 0.261
O -4.416 0.321 0.188
O -3.086 -1.539 -0.915
C -2.359 -0.692 1.471
H -2.252 -1.294 3.559
H -3.678 -0.329 3.141
H -3.112 -3.215 2.306
H -4.468 -2.653 3.289
H -4.706 -3.017 0.586
H -5.572 -1.679 1.402
H -2.017 0.344 1.475
H -1.535 -1.360 1.203
C -3.245 1.821 7.957
C -4.125 2.240 6.781
C -4.362 0.999 5.921
S -4.255 -0.401 7.025
O -3.101 -1.193 6.654
O -5.573 -0.982 7.188
C -3.853 0.532 8.489
H -3.204 2.595 8.730
H -2.222 1.637 7.607
H -5.083 2.616 7.158
H -3.664 3.043 6.197
H -5.349 1.018 5.452
H -3.588 0.888 5.156
H -3.169 -0.038 9.119
H -4.786 0.729 9.027
*
```

---

no.,molecular weight (g/mol)
1,602.655
2,689.229
3,477.898
4,896.251
5,636.406
6,409.620
7,672.557